(A)
18
Properties=species:S:1:pos:R:3:mulliken_charge:R:1 method="wB97M-V/def2-TZVPD" orbital_gap_ev=9.78 spin_multiplicity=1 smiles=CSC.O.O.O
C 0.3646 2.1885 -1.1696 -0.89
S -0.2797 0.4773 -0.3562 -0.09
C 1.3289 -0.3672 -1.4397 -1.09
H 1.3990 2.2531 -0.9269 0.32
H 0.2603 2.0681 -2.2671 0.32
H -0.2406 2.9443 -0.6549 0.34
H 1.4611 -1.4019 -1.1645 0.48
H 2.1229 0.3315 -1.0349 0.37
H 1.0821 -0.1339 -2.4376 0.33
H 1.4309 -1.6413 1.9899 0.33
H 1.4285 -1.1124 0.6466 0.25
O 2.0737 -1.4484 1.2877 -0.63
H -2.1084 -0.1838 0.1952 0.32
H -3.5028 0.4725 0.2928 0.32
O -3.0172 -0.3191 0.5400 -0.63
H -1.7215 -1.6257 2.7568 0.27
H -1.1528 -0.9313 1.5278 0.28
O -0.9292 -1.5703 2.2147 -0.59

(B)
18
Properties=species:S:1:pos:R:3:mulliken_charge:R:1 method="wB97M-V/def2-TZVPD" orbital_gap_ev=9.03 spin_multiplicity=1 smiles=CSC.O.O.O
C -2.7567 -3.3715 -4.0519 -0.72
S -1.7220 -3.1096 -2.5750 -0.09
C -1.3279 -1.3396 -2.7332 -0.77
H -2.2244 -3.9681 -4.7780 0.26
H -2.9141 -2.4022 -4.5263 0.23
H -3.6893 -3.8169 -3.7438 0.27
H -2.0934 -0.8261 -3.2874 0.27
H -1.0253 -0.9442 -1.7692 0.29
H -0.3677 -1.2829 -3.2662 0.27
H -0.9103 4.1382 4.2647 0.33
H -1.9876 4.1956 3.1415 0.32
O -1.7157 4.5789 3.9772 -0.64
H 4.8496 -0.1690 2.3534 0.32
H 5.1348 1.3082 2.4704 0.32
O 4.4329 0.6945 2.2343 -0.62
H 3.2767 2.1160 4.7184 0.31
H 2.3351 1.7309 3.5403 0.32
O 2.7052 2.4678 4.0308 -0.64

Least stable structure among those shown: (A).